Record 1
Computed, not measured: one molecule with the formula C3H5NO2S, with ωB97M-V/def2-TZVPD.

Computed properties:
net charge	0
LUMO level	-0.08	eV
maximum force	7.9	eV Å⁻¹
SMILES	O=CCN(O)C=S
highest occupied orbital energy	-8.5	eV
energy above the lowest of the compared OMol25 structures with the same formula, charge and spin	110.4	kcal/mol

Positions of all 12 atoms, in Å:
C -0.64 -0.89 0.69
C -1.95 -0.88 -0.05
C 1.24 0.77 0.10
H -1.64 1.47 -0.35
H -0.11 -1.71 0.37
H -0.72 -0.94 1.86
H -2.50 -1.71 0.55
H 1.22 1.88 -0.26
N -0.13 0.43 0.20
O -0.79 1.53 0.32
O -2.51 -0.14 -0.81
S 2.45 -0.44 -0.26

The molecule's Mulliken atomic charges, reported in e, are given here:
1 C -0.53
2 C 0.23
3 C -0.22
4 H 0.39
5 H 0.37
6 H 0.29
7 H 0.24
8 H 0.31
9 N 0.24
10 O -0.51
11 O -0.50
12 S -0.32


Record 2
Computed, not measured: a 2-piece molecular cluster, FH2PS3 overall, with ωB97M-V/def2-TZVPD.

Computed properties:
net charge	0
LUMO level (alpha / beta)	-2.54 / -2.43	eV
maximum force	1.3	eV Å⁻¹
highest occupied orbital energy (alpha / beta)	-9.5 / -9.5	eV
energy above the lowest of the compared OMol25 structures with the same formula, charge and spin	74.2	kcal/mol

Positions of all 7 atoms, in Å:
F 0.63 -0.11 1.87
P 0.07 0.10 0.37
S -2.63 -0.72 -0.25
S 0.71 -1.69 -0.51
S 1.37 1.65 -0.11
H -0.51 -1.71 -1.07
H 0.36 2.47 -0.30

The molecule's Mulliken atomic charges, reported in e, are given here:
1 F -0.25
2 P 0.47
3 S -0.17
4 S -0.18
5 S -0.22
6 H 0.18
7 H 0.17


Record 3
Computed, not measured: an isolated ion of composition C4H9NO2 and charge +1, with ωB97M-V/def2-TZVPD.

Computed properties:
net charge	+1
expectation value of S²	0.7712
LUMO level (alpha / beta)	-3.99 / -9.11	eV
2S+1	2
maximum force	1.3	eV Å⁻¹
highest occupied orbital energy (alpha / beta)	-15.0 / -15.0	eV
energy above the lowest of the compared OMol25 structures with the same formula, charge and spin	39.5	kcal/mol

Positions of all 16 atoms, in Å:
O -2.16 0.17 -2.09
C -1.91 0.01 -0.93
N -0.62 -0.36 -0.56
C -0.29 -0.90 0.72
C 0.50 0.12 1.59
C 1.50 0.92 0.78
O 2.31 -0.04 0.09
H -2.63 0.10 -0.10
H 0.05 -0.42 -1.32
H 0.33 -1.79 0.55
H -1.18 -1.27 1.22
H -0.19 0.74 2.17
H 1.09 -0.45 2.32
H 2.12 1.48 1.46
H 1.06 1.52 0.00
H 3.24 0.11 0.33

The molecule's Mulliken atomic charges, reported in e, are given here:
1 O -0.30
2 C 0.13
3 N 0.06
4 C -0.66
5 C -0.38
6 C -0.55
7 O -0.50
8 H 0.38
9 H 0.39
10 H 0.33
11 H 0.46
12 H 0.34
13 H 0.28
14 H 0.42
15 H 0.29
16 H 0.32


Record 4
Computed, not measured: a 2-piece molecular cluster, C2H5NO4 overall, with ωB97M-V/def2-TZVPD.

Computed properties:
net charge	0
LUMO level	0.25	eV
maximum force	2.6	eV Å⁻¹
SMILES	O=CNC(=O)O.O
highest occupied orbital energy	-11.3	eV
energy above the lowest of the compared OMol25 structures with the same formula, charge and spin	37.2	kcal/mol

Positions of all 12 atoms, in Å:
O -1.21 1.84 0.66
C -1.56 0.69 0.64
N -0.78 -0.41 0.90
C 0.61 -0.27 1.08
O 0.86 0.65 2.09
O 1.52 -0.80 0.54
H -2.64 0.47 0.60
H -1.11 -1.27 0.48
H 0.61 1.52 1.73
H 0.18 -0.62 -4.17
H 1.14 -1.77 -4.09
O 0.44 -1.41 -4.64

The molecule's Mulliken atomic charges, reported in e, are given here:
1 O -0.52
2 C 0.10
3 N -0.12
4 C 0.46
5 O -0.48
6 O -0.45
7 H 0.37
8 H 0.28
9 H 0.35
10 H 0.31
11 H 0.32
12 O -0.63